# C5H7F

The molecule C5H7F (ωB97M-V with the def2-TZVPD basis set, OMol25).

2S+1 ... 1
Energy relative to the best compared isomer or geometry (same formula, charge and spin) ... 69.2 kJ/mol
Total charge ... 0
E_HOMO ... -8.9 eV

The geometry in XYZ format:
```
13
C5H7F | OMol25 | ωB97M-V with the def2-TZVPD basis set
C 0.945 1.216 -0.271
C 0.371 0.001 -0.129
C 1.173 -1.222 0.132
C -1.070 -0.215 -0.076
C -1.962 0.790 0.146
F -1.484 -1.479 -0.301
H 0.427 2.144 -0.474
H 2.061 1.204 -0.186
H 1.026 -1.924 -0.718
H 2.243 -1.114 0.296
H 0.813 -1.828 1.024
H -3.036 0.694 0.094
H -1.506 1.735 0.463
```

Here are the Löwdin charges for atoms 1 to 4, given in e: atom 1 (C): 0.06, atom 2 (C): -0.34, atom 3 (C): -0.08, atom 4 (C): -0.33